Entry 1:
{"formula": "C12H22BBr6N2O14", "method": "ωB97M-V with the def2-TZVPD basis set", "elements": ["N", "H", "H", "H", "H", "N", "H", "H", "H", "H", "O", "C", "O", "B", "O", "C", "O", "O", "C", "O", "C", "O", "O", "O", "C", "O", "O", "H", "O", "C", "O", "O", "H", "Br", "C", "C", "Br", "H", "H", "H", "H", "Br", "C", "C", "Br", "H", "H", "H", "H", "Br", "C", "C", "Br", "H", "H", "H", "H"], "positions_angstrom": [[0.28, 0.86, 0.18], [0.64, 0.38, 1.03], [1.13, 1.27, -0.31], [-0.23, 1.70, 0.44], [-0.19, 0.15, -0.39], [4.10, -0.42, -0.06], [3.72, -0.71, 0.90], [5.11, -0.34, 0.00], [3.59, 0.45, -0.30], [3.82, -1.08, -0.81], [1.58, -2.16, -5.32], [1.76, -2.25, -4.17], [1.00, -2.99, -3.34], [1.38, -2.73, -1.96], [2.63, -1.90, -2.05], [2.84, -1.56, -3.31], [3.72, -0.87, -3.68], [1.58, -3.86, -1.06], [0.77, -3.79, 0.01], [0.69, -4.58, 0.89], [-0.05, -2.49, -0.14], [0.30, -1.92, -1.28], [-0.80, -2.07, 0.66], [3.29, 4.07, -1.07], [2.43, 3.22, -0.42], [1.50, 3.71, 0.25], [2.69, 1.97, -0.58], [4.00, 3.48, -1.38], [0.84, -1.45, 4.23], [1.38, -0.76, 3.10], [1.10, 0.50, 3.03], [2.07, -1.44, 2.29], [0.53, -0.68, 4.75], [-3.16, 3.46, -0.42], [-1.60, 4.58, -0.82], [-1.07, 5.19, 0.44], [-2.25, 6.58, 1.12], [-1.84, 5.32, -1.58], [-0.85, 3.91, -1.24], [-0.11, 5.67, 0.27], [-0.91, 4.45, 1.22], [-3.65, -2.44, 4.78], [-3.05, -1.47, 3.19], [-2.52, -0.14, 3.66], [-2.29, 1.08, 2.15], [-3.93, -1.30, 2.58], [-2.30, -2.02, 2.64], [-1.54, -0.10, 4.12], [-3.21, 0.36, 4.33], [-2.53, 0.36, -1.77], [-3.36, -1.38, -1.57], [-2.82, -2.35, -2.56], [-3.67, -4.07, -2.27], [-4.41, -1.20, -1.78], [-3.31, -1.71, -0.54], [-1.74, -2.46, -2.51], [-3.08, -2.00, -3.55]], "nbo_charge": [-0.939, 0.478, 0.462, 0.441, 0.444, -0.927, 0.484, 0.416, 0.487, 0.464, -0.518, 0.678, -0.663, 1.176, -0.705, 0.686, -0.542, -0.671, 0.686, -0.515, 0.700, -0.703, -0.569, -0.712, 0.980, -0.750, -0.896, 0.480, -0.734, 0.955, -0.827, -0.823, 0.474, -0.020, -0.440, -0.442, -0.045, 0.223, 0.237, 0.254, 0.242, -0.027, -0.448, -0.431, -0.034, 0.219, 0.263, 0.238, 0.215, -0.005, -0.451, -0.450, -0.015, 0.217, 0.239, 0.244, 0.221], "e_above_lowest_kcal_mol": 0.0, "homo_lumo_gap_ha": 0.3179, "spin_multiplicity": 1, "total_charge": -1}



Entry 2:
{"formula": "C12H22BrN4", "method": "ωB97M-V with the def2-TZVPD basis set", "elements": ["C", "C", "N", "C", "C", "N", "C", "C", "H", "H", "H", "H", "H", "H", "H", "H", "H", "H", "H", "C", "C", "N", "C", "C", "N", "C", "C", "H", "H", "H", "H", "H", "H", "H", "H", "H", "H", "H", "Br"], "positions_angstrom": [[-1.93, -3.52, 7.64], [-2.86, -2.82, 6.66], [-2.19, -2.41, 5.44], [-2.38, -2.90, 4.15], [-1.54, -2.21, 3.34], [-0.82, -1.35, 4.11], [-1.19, -1.52, 5.37], [0.24, -0.45, 3.67], [-2.43, -3.91, 8.52], [-1.06, -2.92, 7.91], [-1.51, -4.45, 7.23], [-3.40, -1.98, 7.09], [-3.56, -3.61, 6.38], [-3.11, -3.66, 3.96], [-1.34, -2.25, 2.28], [-0.78, -0.92, 6.17], [-0.14, 0.52, 3.38], [0.74, -0.82, 2.77], [0.93, -0.32, 4.50], [0.46, 0.69, -3.24], [1.11, 2.07, -3.31], [1.30, 2.47, -4.72], [0.39, 3.20, -5.42], [0.93, 3.45, -6.65], [2.10, 2.76, -6.70], [2.34, 2.16, -5.51], [3.05, 2.79, -7.82], [0.10, 0.48, -2.24], [1.22, -0.09, -3.37], [-0.33, 0.54, -3.97], [2.03, 2.25, -2.75], [0.37, 2.76, -2.90], [-0.58, 3.39, -5.01], [0.66, 4.05, -7.50], [3.27, 1.71, -5.20], [3.31, 1.74, -7.95], [3.96, 3.35, -7.64], [2.57, 3.10, -8.74], [0.06, -1.37, 0.07]], "nbo_charge": [-0.626, -0.217, -0.290, -0.053, -0.037, -0.267, 0.239, -0.432, 0.243, 0.212, 0.226, 0.225, 0.226, 0.246, 0.305, 0.233, 0.230, 0.293, 0.209, -0.645, -0.216, -0.262, -0.041, -0.029, -0.284, 0.233, -0.417, 0.291, 0.227, 0.216, 0.234, 0.222, 0.256, 0.252, 0.251, 0.231, 0.236, 0.239, -0.958], "e_above_lowest_kcal_mol": 13.2, "homo_lumo_gap_ha": 0.2413, "spin_multiplicity": 1, "total_charge": 1}



Entry 3:
{"formula": "C12H22BrN4O4S", "method": "ωB97M-V with the def2-TZVPD basis set", "elements": ["N", "C", "N", "C", "Br", "C", "N", "N", "C", "S", "H", "H", "H", "H", "H", "H", "O", "C", "O", "C", "C", "C", "H", "H", "H", "H", "H", "H", "H", "H", "O", "C", "O", "C", "C", "C", "H", "H", "H", "H", "H", "H", "H", "H"], "positions_angstrom": [[1.20, 1.22, -0.25], [0.32, 2.14, -0.33], [-0.36, 2.59, -1.42], [-0.12, 4.07, -1.34], [-1.59, 5.03, -2.12], [0.26, 4.27, 0.17], [-0.13, 2.97, 0.75], [-1.57, 2.93, 0.85], [-1.98, 1.99, 1.47], [-2.60, 0.90, 2.34], [1.63, 1.01, 0.66], [1.53, 0.74, -1.08], [0.01, 2.14, -2.25], [0.82, 4.20, -1.87], [1.35, 4.20, 0.16], [-0.09, 5.15, 0.70], [-2.57, -1.93, -4.57], [-3.15, -1.43, -3.65], [-2.43, -0.79, -2.69], [-3.00, 0.02, -1.67], [-3.39, -0.79, -0.45], [-4.64, -1.57, -3.46], [-3.83, 0.61, -2.05], [-2.22, 0.73, -1.39], [-4.17, -1.52, -0.68], [-3.75, -0.13, 0.34], [-2.53, -1.35, -0.08], [-4.85, -2.47, -2.89], [-5.09, -1.67, -4.45], [-5.11, -0.71, -2.98], [3.44, 0.42, 2.01], [3.59, -0.78, 2.03], [2.71, -1.53, 2.70], [2.66, -2.97, 2.62], [3.59, -3.61, 3.63], [4.79, -1.44, 1.40], [2.85, -3.31, 1.61], [1.63, -3.24, 2.86], [4.63, -3.36, 3.43], [3.49, -4.70, 3.60], [3.36, -3.26, 4.64], [5.60, -1.49, 2.13], [5.12, -0.82, 0.57], [4.59, -2.43, 1.00]], "nbo_charge": [-0.669, 0.699, -0.562, -0.136, 0.120, -0.243, -0.294, -0.382, 0.179, 0.239, 0.484, 0.440, 0.404, 0.220, 0.220, 0.275, -0.551, 0.797, -0.530, -0.064, -0.639, -0.746, 0.186, 0.169, 0.220, 0.217, 0.211, 0.249, 0.256, 0.218, -0.633, 0.812, -0.498, -0.071, -0.639, -0.749, 0.178, 0.204, 0.210, 0.232, 0.228, 0.262, 0.245, 0.229], "homo_lumo_gap_ha": 0.3093, "spin_multiplicity": 1, "total_charge": 1}



Entry 4:
{"formula": "C12H22Cl4NOP", "method": "ωB97M-V with the def2-TZVPD basis set", "elements": ["C", "C", "P", "C", "C", "C", "C", "O", "N", "C", "C", "C", "C", "C", "Cl", "H", "H", "H", "H", "H", "H", "H", "H", "H", "H", "H", "H", "H", "H", "H", "H", "H", "H", "H", "H", "H", "Cl", "C", "Cl", "Cl", "H"], "positions_angstrom": [[3.61, -1.07, 1.17], [2.37, -1.98, 1.17], [0.90, -1.47, 0.18], [1.62, -1.18, -1.48], [0.65, 0.24, 0.83], [1.43, 1.45, 0.30], [0.69, 2.62, 0.93], [1.08, 3.74, 1.03], [-0.58, 2.18, 1.39], [-0.79, 0.81, 0.86], [-1.34, 0.92, -0.59], [-1.73, 0.03, 1.76], [-3.12, 0.67, 1.91], [-4.25, -0.32, 1.71], [-3.27, 1.43, 3.54], [4.53, -1.65, 1.23], [3.68, -0.47, 0.26], [3.60, -0.38, 2.02], [2.64, -2.98, 0.82], [1.98, -2.07, 2.19], [2.68, -0.91, -1.47], [1.06, -0.40, -2.01], [1.51, -2.11, -2.04], [0.94, 0.19, 1.90], [2.47, 1.46, 0.62], [1.39, 1.57, -0.79], [-0.61, 2.23, 2.40], [-2.26, 0.33, -0.70], [-1.59, 1.96, -0.82], [-0.64, 0.54, -1.33], [-1.27, -0.06, 2.76], [-1.83, -0.98, 1.35], [-3.21, 1.50, 1.20], [-5.22, 0.11, 2.00], [-4.28, -0.63, 0.66], [-4.07, -1.22, 2.31], [1.12, 0.55, -6.05], [0.19, -0.86, -5.54], [1.25, -2.16, -5.00], [-0.96, -0.42, -4.28], [-0.37, -1.22, -6.39]], "nbo_charge": [-0.623, -0.704, 0.803, -0.951, -0.513, -0.539, 0.698, -0.546, -0.685, 0.154, -0.656, -0.440, -0.173, -0.619, -0.087, 0.218, 0.202, 0.210, 0.230, 0.227, 0.222, 0.231, 0.240, 0.221, 0.245, 0.234, 0.401, 0.215, 0.236, 0.212, 0.223, 0.234, 0.220, 0.226, 0.214, 0.213, 0.026, -0.286, 0.021, 0.015, 0.229], "homo_lumo_gap_ha": 0.3343, "spin_multiplicity": 1, "total_charge": 0}



Entry 5:
{"formula": "C12H22ClN2OPb", "method": "ωB97M-V with the def2-TZVPD basis set", "elements": ["C", "C", "N", "C", "C", "Cl", "C", "C", "C", "C", "N", "O", "C", "C", "C", "C", "H", "H", "H", "H", "H", "H", "H", "H", "H", "H", "H", "H", "H", "H", "H", "H", "H", "H", "H", "H", "H", "H", "Pb"], "positions_angstrom": [[-4.22, 1.05, -0.72], [-3.12, 0.33, -0.01], [-3.16, 0.03, 1.22], [-1.93, 0.00, -0.85], [-0.83, -0.85, -0.19], [-1.52, -2.42, 0.35], [0.24, -1.18, -1.26], [1.50, -0.34, -1.14], [1.32, 1.15, -1.48], [2.50, -0.84, -2.18], [2.07, -0.61, 0.20], [3.30, -0.32, 0.36], [1.23, -0.31, 1.38], [1.67, 0.92, 2.11], [1.43, -1.47, 2.42], [-0.28, -0.16, 1.06], [-4.11, 0.97, -1.79], [-4.21, 2.11, -0.47], [-5.19, 0.63, -0.46], [-4.06, 0.32, 1.59], [-1.50, 0.91, -1.26], [-2.25, -0.58, -1.71], [-0.16, -1.16, -2.26], [0.56, -2.20, -1.09], [2.20, 1.62, -1.89], [0.94, 1.69, -0.57], [0.52, 1.24, -2.21], [2.04, -0.70, -3.15], [2.66, -1.91, -2.07], [3.42, -0.27, -2.18], [2.72, 1.00, 2.35], [1.13, 0.98, 3.05], [1.31, 1.78, 1.47], [2.18, -2.15, 2.04], [0.52, -2.03, 2.54], [1.79, -1.10, 3.37], [-0.50, 0.94, 0.95], [-0.83, -0.45, 1.94], [0.59, 3.38, 0.53]], "nbo_charge": [-0.695, 0.312, -0.630, -0.489, 0.011, 0.025, -0.446, 0.088, -0.532, -0.597, 0.024, -0.343, 0.059, -0.458, -0.593, -0.388, 0.228, 0.229, 0.260, 0.360, 0.186, 0.263, 0.243, 0.268, 0.265, -0.013, 0.257, 0.225, 0.257, 0.243, 0.293, 0.260, -0.073, 0.259, 0.246, 0.229, 0.099, 0.305, 1.764], "homo_lumo_gap_ha": [0.1506, 0.1604], "spin_multiplicity": 2, "total_charge": 2}